1.
ORCA calculation (ωB97M-V/def2-TZVPD) on the molecule C7H3F9O3 at a distorted geometry.

XYZ file:
```
22
C7H3F9O3 | OMol25 | ωB97M-V/def2-TZVPD
C 1.023 1.621 3.332
O 0.078 0.734 2.746
C 0.558 -0.364 2.109
O 1.730 -0.758 2.171
C -0.450 -1.208 1.311
F 0.145 -2.381 0.933
F -1.515 -1.531 2.143
C -0.979 -0.431 0.081
F -1.710 0.628 0.536
F -1.843 -1.208 -0.633
C 0.137 0.102 -0.843
F 1.204 -0.742 -0.972
F 0.674 1.293 -0.387
O -0.335 0.490 -2.181
C -0.427 -0.457 -3.176
F -0.400 -1.811 -2.925
C -0.551 0.000 -4.450
F -0.677 1.331 -4.718
F -0.501 -0.893 -5.474
H 1.674 1.092 4.010
H 0.523 2.452 3.856
H 1.641 2.040 2.530
```

maximum force = 4.08 eV/Å
net charge = 0
energy above the lowest of the compared OMol25 structures with the same formula, charge and spin = 0.0 kJ/mol
DFT total energy = -37904.9142 eV
gap between HOMO and LUMO = 10.1 eV
LUMO level = 0.304 eV
2S+1 = 1
SMILES string = COC(=O)C(F)(F)C(F)(F)C(F)(F)OC(F)=C(F)F
molecular weight = 306.08 g mol⁻¹


2.
ORCA calculation (ωB97M-V/def2-TZVPD) on a cluster of 13 separate species, C7H40N14O13 in total at a distorted geometry.

XYZ file:
```
74
C7H40N14O13 | OMol25 | ωB97M-V/def2-TZVPD
C 10.290 7.503 7.031
O 9.517 6.551 7.023
N 10.422 8.315 5.926
N 10.969 7.867 8.162
H 9.754 8.306 5.134
H 10.622 9.291 6.190
H 11.078 7.197 8.910
H 11.592 8.635 8.177
C 11.999 16.712 6.472
O 12.815 17.581 6.463
N 10.672 16.875 6.592
N 12.347 15.388 6.369
H 10.085 16.057 6.518
H 10.352 17.697 7.103
H 13.323 15.360 6.131
H 11.679 14.605 6.299
C 7.742 13.669 10.498
O 8.125 13.712 9.371
N 7.867 12.633 11.308
N 7.157 14.795 11.015
H 8.068 11.668 11.006
H 7.506 12.672 12.262
H 7.267 15.683 10.573
H 6.645 14.845 11.824
C 15.207 13.006 6.467
O 14.180 13.185 7.108
N 15.154 12.265 5.280
N 16.482 13.427 6.914
H 14.530 11.445 5.411
H 16.027 12.112 4.832
H 16.490 13.946 7.794
H 17.278 12.870 6.674
C 12.665 10.877 10.738
O 11.885 9.976 10.379
N 13.571 11.345 9.815
N 12.707 11.318 11.970
H 14.198 12.057 10.135
H 13.280 11.195 8.870
H 13.430 11.886 12.242
H 12.071 10.921 12.649
C 7.236 8.423 9.201
O 7.456 9.159 8.238
N 7.908 7.232 9.514
N 6.177 8.738 10.064
H 8.663 6.801 8.976
H 7.468 6.785 10.224
H 6.147 8.415 11.037
H 5.982 9.743 10.033
C 10.508 11.625 7.691
O 11.337 10.662 7.635
N 10.873 12.864 8.080
N 9.181 11.555 7.407
H 10.204 13.561 8.271
H 11.793 12.917 8.500
H 8.664 12.349 7.346
H 8.720 10.670 7.540
O 6.271 11.760 8.203
H 6.963 12.463 8.162
H 6.598 10.880 8.013
O 5.905 14.317 7.293
H 5.501 13.395 7.384
H 6.108 14.607 8.191
O 8.480 14.572 5.536
H 8.665 13.649 5.270
H 7.649 14.533 6.010
O 13.727 9.703 6.223
H 13.447 9.280 5.419
H 12.964 10.220 6.524
O 13.881 14.609 9.803
H 13.890 14.366 8.842
H 13.650 15.531 10.006
O 9.419 10.040 11.149
H 9.333 9.122 10.846
H 10.389 10.028 10.967
```

maximum force = 4.08 eV/Å
net charge = 0
energy above the lowest of the compared OMol25 structures with the same formula, charge and spin = 45.5 kJ/mol
DFT total energy = -55395.3394 eV
gap between HOMO and LUMO = 9.7 eV
LUMO level = 0.242 eV
2S+1 = 1
molecular weight = 528.48 g mol⁻¹


Please write out number 2 again, unchanged.
ORCA calculation (ωB97M-V/def2-TZVPD) on a cluster of 13 separate species, C7H40N14O13 in total at a distorted geometry.

XYZ file:
```
74
C7H40N14O13 | OMol25 | ωB97M-V/def2-TZVPD
C 10.290 7.503 7.031
O 9.517 6.551 7.023
N 10.422 8.315 5.926
N 10.969 7.867 8.162
H 9.754 8.306 5.134
H 10.622 9.291 6.190
H 11.078 7.197 8.910
H 11.592 8.635 8.177
C 11.999 16.712 6.472
O 12.815 17.581 6.463
N 10.672 16.875 6.592
N 12.347 15.388 6.369
H 10.085 16.057 6.518
H 10.352 17.697 7.103
H 13.323 15.360 6.131
H 11.679 14.605 6.299
C 7.742 13.669 10.498
O 8.125 13.712 9.371
N 7.867 12.633 11.308
N 7.157 14.795 11.015
H 8.068 11.668 11.006
H 7.506 12.672 12.262
H 7.267 15.683 10.573
H 6.645 14.845 11.824
C 15.207 13.006 6.467
O 14.180 13.185 7.108
N 15.154 12.265 5.280
N 16.482 13.427 6.914
H 14.530 11.445 5.411
H 16.027 12.112 4.832
H 16.490 13.946 7.794
H 17.278 12.870 6.674
C 12.665 10.877 10.738
O 11.885 9.976 10.379
N 13.571 11.345 9.815
N 12.707 11.318 11.970
H 14.198 12.057 10.135
H 13.280 11.195 8.870
H 13.430 11.886 12.242
H 12.071 10.921 12.649
C 7.236 8.423 9.201
O 7.456 9.159 8.238
N 7.908 7.232 9.514
N 6.177 8.738 10.064
H 8.663 6.801 8.976
H 7.468 6.785 10.224
H 6.147 8.415 11.037
H 5.982 9.743 10.033
C 10.508 11.625 7.691
O 11.337 10.662 7.635
N 10.873 12.864 8.080
N 9.181 11.555 7.407
H 10.204 13.561 8.271
H 11.793 12.917 8.500
H 8.664 12.349 7.346
H 8.720 10.670 7.540
O 6.271 11.760 8.203
H 6.963 12.463 8.162
H 6.598 10.880 8.013
O 5.905 14.317 7.293
H 5.501 13.395 7.384
H 6.108 14.607 8.191
O 8.480 14.572 5.536
H 8.665 13.649 5.270
H 7.649 14.533 6.010
O 13.727 9.703 6.223
H 13.447 9.280 5.419
H 12.964 10.220 6.524
O 13.881 14.609 9.803
H 13.890 14.366 8.842
H 13.650 15.531 10.006
O 9.419 10.040 11.149
H 9.333 9.122 10.846
H 10.389 10.028 10.967
```

maximum force = 4.08 eV/Å
net charge = 0
energy above the lowest of the compared OMol25 structures with the same formula, charge and spin = 45.5 kJ/mol
DFT total energy = -55395.3394 eV
gap between HOMO and LUMO = 9.7 eV
LUMO level = 0.242 eV
2S+1 = 1
molecular weight = 528.48 g mol⁻¹


- Number 1 is which compound?
  C7H3F9O3


- molecular weight of number 2 (C7H40N14O13)?
  528.48 g mol⁻¹